1.
# C14H15BrN4O2RuS3

A structure of composition C14H15BrN4O2RuS3 (ωB97M-V/def2-TZVPD, the Open Molecules 2025 dataset).

Element x y z (Å)
C 2.1385 -4.4577 -2.0040
H 3.5649 1.0160 4.4049
C -2.3056 1.5324 -2.0756
C -3.0462 -1.4665 -1.0905
C -1.9134 2.4866 -0.9624
H -3.8270 1.0249 0.2564
H -3.9118 -0.9854 1.7131
C 1.2344 -0.6887 2.6609
H -3.8189 -0.7090 -0.9783
Br 0.2453 -2.2816 2.7680
C 1.8515 1.2067 1.5181
H -3.5368 -2.4405 -1.0991
C -2.2382 -1.2758 -2.3581
S -1.5491 1.6785 0.6302
H -2.8943 -1.1549 -3.2209
C 2.1117 -0.3873 3.6954
C 2.7432 1.5787 2.4947
H -2.6967 3.2249 -0.7863
Ru -0.1210 -0.0661 -0.1714
H -1.5877 -2.1271 -2.5625
C -3.1476 0.9480 1.1029
H -2.3997 -0.5400 2.5039
N 1.0901 0.0927 1.5907
O 0.8571 1.4947 -0.6457
H -3.2975 1.1117 -1.9210
C 2.8728 0.7631 3.6130
C 1.5262 -2.5623 -0.8848
S -1.1198 0.1481 -2.2886
H -0.9935 3.0217 -1.1964
O 2.2771 3.0499 0.0716
C -2.9557 -0.4804 1.5675
H -3.5552 1.5561 1.9109
N 0.9239 -1.5275 -0.7049
C 1.6965 2.0368 0.2819
H 2.1883 -1.0578 4.5388
H 3.3176 2.4849 2.3596
N 2.1674 -3.5940 -0.9638
N 2.1406 -5.2068 -2.8737
S -1.9779 -1.4495 0.3933
H -2.3233 2.0712 -3.0230

Calculated values
LUMO level (alpha / beta) in eV: -9.37 / -10.09
E in hartree: -4774.8770
Kohn-Sham gap (alpha / beta) in eV: 6.69 / 5.99
Charge: +2
E_HOMO (alpha / beta) in eV: -16.06 / -16.07

=====

2.
# C4H9N2

The ion C4H9N2 with charge +1 (ωB97M-V/def2-TZVPD, the Open Molecules 2025 dataset).

Element x y z (Å)
H 0.3827 1.2182 0.0716
C 1.4056 -0.5806 -0.2170
H -1.9195 -1.3621 0.8881
C -2.1242 -0.8224 0.0021
H 1.5863 -1.6532 -0.6120
C -2.2647 0.7086 0.2741
H -2.8554 -1.2849 -0.6536
C 0.2169 0.1928 -0.1767
H -2.1281 1.2473 1.1881
H -2.9606 1.1961 -0.3727
H 2.9386 0.3416 0.9175
H 2.7756 1.0639 -0.3934
H 3.4030 -0.5808 -0.4443
N -1.1600 0.1694 -0.3767
N 2.7039 0.1460 -0.0950

Calculated values
LUMO level in eV: -3.60
E in hartree: -266.9463
Structure (SMILES): [NH3+]/C=C/N1CC1
Kohn-Sham gap in eV: 9.11
Charge: +1
E_HOMO in eV: -12.71

=====

3.
# C2H3ClN2O

The molecule C2H3ClN2O (ωB97M-V/def2-TZVPD, the Open Molecules 2025 dataset).

Element x y z (Å)
H -1.7264 -0.8339 -0.5732
C -1.0241 -0.0811 -0.5816
N 1.2137 -0.1584 -0.8659
H 1.3540 1.2086 1.2551
Cl 1.1883 -1.1674 1.7624
O -0.5179 0.4702 0.7238
N 0.1519 -0.3971 -1.3402
H -1.4646 0.6421 -1.1955
C 0.8253 0.3170 0.8152

Calculated values
LUMO level in eV: 0.80
E in hartree: -722.8673
Structure (SMILES): Cl[C@H]1N=NCO1
Kohn-Sham gap in eV: 10.38
Charge: 0
E_HOMO in eV: -9.58

=====

4.
# C3HCl2NO

The molecule C3HCl2NO (ωB97M-V/def2-TZVPD, the Open Molecules 2025 dataset).

Element x y z (Å)
C 0.1165 -0.6597 0.3240
N 2.5024 -0.4961 -0.5391
Cl -0.7806 1.4944 1.2483
Cl -0.2535 1.1481 -1.6161
O -0.3439 -1.5091 1.0434
C 1.4327 -0.5342 -0.1589
H -1.8652 0.1737 -0.0689
C -0.8083 0.3828 -0.2326

Calculated values
LUMO level (alpha / beta) in eV: 0.54 / -4.32
E in hartree: -1165.1188
Kohn-Sham gap (alpha / beta) in eV: 8.62 / 7.35
Spin multiplicity: 3
Charge: 0
E_HOMO (alpha / beta) in eV: -8.08 / -11.67

=====

5.
# C5H8NO

A cluster of 2 separate species, C5H8NO in total (ωB97M-V/def2-TZVPD, the Open Molecules 2025 dataset).

Element x y z (Å)
H 1.1586 -1.2646 1.4764
C -0.8534 -0.8927 -0.0226
H 2.8579 -0.8947 -1.9509
C 0.2383 0.1437 -0.1853
H -1.2007 -1.6783 -0.6478
O 2.1328 -0.1921 -1.6187
H -1.8098 0.4618 1.5457
H -1.3311 1.5854 -0.6010
H 0.1637 2.3743 0.2292
N -0.0331 -0.5380 1.0698
C -0.2502 1.5903 -0.4985
C 1.6327 -0.4564 -0.4689
H -1.5457 -1.3826 1.8989
H 0.2325 1.6970 -1.4912
C -1.3924 -0.5530 1.2650

Calculated values
LUMO level in eV: -4.67
E in hartree: -324.7727
Kohn-Sham gap in eV: 9.12
Charge: +1
E_HOMO in eV: -13.80

=====

For reference, energy relative to the best compared isomer or geometry (same formula, charge and spin) by record: 0.0; 401.6; 226.6; 44.5; 699.0 kJ/mol.
For reference, maximum force by record: 2.23; 4.94; 3.60; 6.85; 8.43 eV/A.